Record 1
22
Properties=species:S:1:pos:R:3:forces:R:3:lowdin_charge:R:1 method="wB97M-V/def2-TZVPD" de_lowest_ev=0.000 charge=+1 smiles=Cc1cn2c([nH+]1)[C@@H](F)N[C@H](F)[C@@H]2F
C -3.4083 0.6447 -0.1395 -0.8530 -3.5119 0.2211 -0.001
C -1.9740 0.3032 -0.2116 0.0524 0.4657 0.3348 -0.225
C -0.9969 1.1653 -0.6467 -0.3906 -1.8443 -0.6550 0.048
N 0.1515 0.4731 -0.4662 4.4257 0.2966 0.6352 0.113
C -0.0427 -0.6527 0.1998 -0.2575 -1.3705 -0.0049 -0.182
N -1.3614 -0.8218 0.3540 -0.7237 2.4139 -1.1908 0.235
C 1.0504 -1.6694 0.4068 0.4260 -2.6257 -0.5709 -0.162
F 1.0591 -2.3504 -0.9108 0.1205 0.8846 1.2307 -0.052
N 2.2967 -1.0333 0.6263 1.0181 -1.7051 0.9954 0.088
C 2.4743 0.3094 0.4743 0.4725 3.9327 2.0247 -0.239
F 1.8191 1.0124 1.6273 0.6487 -0.5506 -1.1949 -0.056
C 1.8054 0.8659 -0.7413 -2.9587 -2.8652 0.2233 -0.155
F 1.9778 2.1127 -0.9825 -0.2225 1.6186 0.0811 0.174
H -3.6802 0.6906 0.9100 -0.4311 -0.1942 0.1320 0.099
H -3.4233 1.6019 -0.4789 -0.7019 2.7680 -1.2124 0.048
H -4.1339 -0.0333 -0.7382 1.3296 1.1087 1.0532 0.139
H -1.0140 1.9709 -1.3455 -0.2887 0.6818 0.2191 0.150
H -1.9769 -1.5452 0.6712 0.5680 -0.7859 0.4821 0.189
H 0.9346 -2.6611 1.0989 -0.2084 3.0647 -1.2201 0.224
H 2.8971 -1.4536 1.3527 -0.5654 0.2082 -0.8185 0.178
H 3.5213 0.8368 0.5246 -1.5237 -1.9295 -0.1344 0.218
H 2.0244 0.2339 -1.5848 0.0635 -0.0604 -0.6307 0.167

---

Record 2
24
Properties=species:S:1:pos:R:3:forces:R:3:lowdin_charge:R:1 method="wB97M-V/def2-TZVPD" charge=-1 multiplicity=5 s2=6.014
Ti -0.2396 1.7520 0.9641 0.6955 1.8776 0.6934 0.522
Cl -0.7613 3.6299 2.7417 0.2041 -1.1356 -0.9620 -0.401
C -0.8300 -1.0657 2.7873 -0.6317 0.5938 -0.1697 -0.575
F 0.1849 -0.1994 2.9814 -0.0215 -1.6776 0.0173 0.103
F -0.7567 -2.2062 3.5270 0.3872 1.7635 -1.1745 0.139
F -1.9144 -0.3730 3.1404 -0.1575 -0.7432 -0.1522 0.128
S -1.0121 -1.5840 0.8836 -1.1782 -4.1888 2.9171 0.696
O 0.2294 -2.1392 0.4842 0.6485 0.7903 -0.2303 -0.206
O -2.1530 -2.5321 0.8157 1.5619 2.7631 0.2775 -0.266
N -1.2810 -0.0065 0.1926 0.0911 -1.2673 0.3167 -0.294
S -2.1487 -0.3749 -1.0789 -1.8611 0.3102 -5.3066 0.617
O -1.6835 -1.5281 -1.8503 0.0675 1.1457 1.4853 -0.184
O -3.5806 -0.3447 -0.8753 1.1464 0.3083 0.6884 -0.173
C -1.7295 1.0663 -2.2972 -0.4466 0.1345 -2.4164 -0.619
F -2.3406 2.1946 -1.9583 0.7797 -0.1150 0.8453 0.137
F -0.4307 1.1354 -2.5242 0.3576 0.4932 1.7112 0.156
F -2.1725 0.8612 -3.5811 -0.8834 -1.1388 1.1991 0.104
As 3.2550 0.2415 -0.5738 1.0180 -1.2324 -2.6744 0.936
F 2.1195 -0.9768 -1.3021 0.6354 1.8047 0.8278 -0.304
F 3.4577 1.0655 -2.2336 -0.4384 -1.3175 2.1838 -0.327
F 4.3619 1.4904 0.0254 -0.8261 -1.4779 -0.0542 -0.271
F 3.0037 -0.5167 1.0191 0.2036 1.0688 -1.2511 -0.279
F 4.5128 -0.9806 -0.9990 -0.8324 1.7569 0.8013 -0.296
F 1.9093 1.3907 -0.2886 -0.5195 -0.5166 0.4272 -0.343

---

Record 3
8
Properties=species:S:1:pos:R:3:forces:R:3:lowdin_charge:R:1 method="wB97M-V/def2-TZVPD" de_lowest_ev=0.140 multiplicity=3 s2=2.006
C 0.4688 -0.1652 -0.2301 -3.3838 2.6150 -0.5687 -0.330
C -0.9709 0.3203 -0.0203 2.5251 0.0918 1.3235 -0.101
N 1.4684 0.0835 0.5779 -0.8036 -0.0532 0.3932 0.157
H 0.5808 -1.0017 -0.8387 0.5349 -1.7789 -0.8104 0.074
H -0.8895 1.0209 0.8633 -0.9198 -0.8253 -1.0429 0.091
H -1.5387 -0.5680 0.0962 -0.9796 -0.7046 1.0636 0.042
H -1.3874 0.7331 -0.8940 -0.2920 1.2488 -0.9939 0.035
H 2.2684 -0.4228 0.4458 3.3189 -0.5936 0.6354 0.031

---

Record 4
58
Properties=species:S:1:pos:R:3:forces:R:3:lowdin_charge:R:1 method="wB97M-V/def2-TZVPD" de_lowest_ev=2.496 smiles="CCOCCCNC(=O)[C@H](c1ccc(Cl)cc1)N1CCN(C(=O)c2ccco2)CC1"
C -1.1399 1.9154 3.2186 0.3829 0.2446 -0.0421 -0.074
C -0.1161 3.0465 3.3099 -0.3264 -0.0289 0.1549 -0.269
O 0.8184 3.0652 2.2564 0.1837 0.0236 -0.2416 -0.159
C 1.7494 2.0042 2.2643 0.2997 -0.1016 -0.0155 -0.233
C 2.8951 2.3351 1.3071 -0.4816 0.0821 -0.0131 -0.137
C 2.3884 2.7924 -0.0650 0.3291 0.0823 0.1199 -0.163
N 1.4935 1.8417 -0.6771 -0.1198 0.2367 0.4070 0.087
C 1.8485 1.0246 -1.6805 -0.3262 -0.3587 0.0694 -0.469
O 2.9490 0.9899 -2.1860 0.3563 -0.0594 -0.2260 0.079
C 0.6787 0.1619 -2.1974 0.2891 -0.0111 -0.0061 -0.201
C -0.0988 1.0862 -3.0990 -0.2281 -0.0163 -0.2326 -0.186
C -1.0773 1.9350 -2.5920 0.0451 -0.0596 -0.1467 -0.037
C -1.7473 2.8167 -3.4189 -0.0066 0.0589 -0.0645 -0.093
C -1.4269 2.8633 -4.7664 0.1502 -0.1699 0.1082 -0.676
Cl -2.2590 3.9668 -5.8045 -0.1036 0.1314 -0.1277 0.670
C -0.4471 2.0347 -5.2883 -0.1020 0.1319 -0.0358 -0.093
C 0.2097 1.1508 -4.4521 -0.0490 -0.0314 0.1932 -0.011
N -0.1181 -0.3534 -1.0920 0.0753 0.0702 -0.2075 -0.130
C 0.6708 -1.2027 -0.2133 -0.0350 -0.0057 0.3509 -0.141
C -0.1655 -1.5805 1.0130 0.5945 0.0063 -0.0133 -0.112
N -1.3572 -2.2769 0.5966 -0.1095 0.1607 -0.0272 -0.035
C -1.6577 -3.5904 0.7562 -0.1845 0.2937 0.0122 -0.388
O -2.5809 -4.1123 0.1480 0.1027 -0.2594 0.0316 0.063
C -0.8927 -4.4128 1.7124 -0.2432 -1.2821 -0.1543 -0.172
C -0.9384 -5.7825 1.7928 -0.0421 0.8483 -0.2090 0.011
C -0.1161 -6.1487 2.8785 0.2535 0.4066 0.2876 -0.046
C 0.3641 -4.9822 3.3907 0.0325 -0.7682 0.1081 -0.103
O -0.0942 -3.9297 2.6971 -0.0334 0.4149 0.0198 0.022
C -2.1312 -1.4981 -0.3486 -0.2566 -0.1157 -0.3827 -0.108
C -1.2725 -1.1152 -1.5515 -0.3310 0.0446 0.1743 -0.140
H -0.6741 0.9491 3.3995 -0.0203 -0.1191 0.0062 0.059
H -1.9130 2.0671 3.9664 -0.1065 -0.0261 0.0916 0.075
H -1.6023 1.9101 2.2340 -0.0777 -0.0288 -0.1062 0.073
H 0.4077 2.9926 4.2768 -0.0251 0.0701 -0.0957 0.119
H -0.6252 4.0113 3.2417 0.0388 -0.0846 0.1196 0.120
H 1.2666 1.0654 1.9550 0.0136 0.0406 0.0512 0.099
H 2.1473 1.8586 3.2804 -0.0756 -0.0311 -0.0758 0.128
H 3.5235 1.4503 1.1973 0.0612 -0.0232 0.0054 0.118
H 3.4976 3.1401 1.7278 0.0784 0.0012 0.0549 0.115
H 1.8607 3.7416 0.0497 0.0986 -0.0373 -0.0777 0.122
H 3.2348 2.9195 -0.7433 -0.1248 0.0851 0.0673 0.123
H 0.5638 1.7582 -0.2981 -0.0404 -0.1099 -0.0883 0.127
H 1.1184 -0.6521 -2.8003 0.0145 0.1619 0.1091 0.161
H -1.3309 1.8947 -1.5439 -0.0483 -0.0161 0.1263 0.113
H -2.5108 3.4677 -3.0230 -0.0754 0.0677 0.0095 0.105
H -0.2023 2.0808 -6.3376 -0.0006 0.0258 -0.0995 0.106
H 0.9785 0.5088 -4.8545 0.0890 -0.0885 -0.0391 0.123
H 0.9925 -2.1250 -0.7294 -0.0003 0.0646 0.0196 0.141
H 1.5654 -0.6648 0.1061 -0.0164 -0.0393 0.0233 0.118
H -0.4723 -0.6645 1.5315 0.0977 -0.0242 0.0160 0.113
H 0.4275 -2.1879 1.6905 -0.0769 0.1424 -0.0848 0.118
H -1.4967 -6.4254 1.1450 -0.1623 -0.0580 -0.1605 0.120
H 0.0860 -7.1387 3.2313 0.0885 -0.1762 0.1302 0.104
H 1.0152 -4.7744 4.2171 0.0703 0.1295 0.0798 0.123
H -2.4840 -0.5918 0.1543 0.0031 0.0002 -0.0470 0.130
H -2.9833 -2.1010 -0.6641 0.0866 0.1434 0.0495 0.124
H -0.9616 -2.0320 -2.0807 -0.0031 0.0526 -0.0042 0.141
H -1.8579 -0.5033 -2.2386 -0.0029 -0.0914 0.0279 0.121

---

Number 1: energy -20019.8067 eV. Number 2: energy -162509.5771 eV. Number 3: energy -3639.8978 eV. Number 4: energy -48451.3649 eV.